(1)
# C19H43MnOP3S

C19H43MnOP3S as an isolated structure in a non-equilibrium geometry (the ωB97M-V functional and the def2-TZVPD basis, the OMol25 dataset).

Structure (XYZ):
```
68
Properties=species:S:1:pos:R:3:lowdin_spin:R:1
Mn 0.004 -1.358 0.406 2.35
P -0.263 -0.081 2.280 -0.07
P 1.780 -0.095 -0.365 -0.06
P 0.492 -3.364 1.076 -0.08
H -0.679 3.958 -2.112 0.00
C -0.770 2.925 -1.753 0.00
C -1.703 2.553 -0.694 0.00
H -1.333 2.633 0.326 0.00
C -0.566 1.673 2.702 -0.02
C 1.172 -0.406 3.370 0.01
C -1.659 -0.828 3.191 -0.02
C 2.063 0.300 -2.126 -0.02
C 2.350 1.479 0.408 0.00
C 3.228 -1.171 -0.019 0.01
C -0.980 -4.287 1.674 0.00
C 1.821 -3.758 2.254 -0.02
C 0.959 -4.121 -0.544 0.00
H -1.002 2.290 -2.642 0.00
H -2.167 1.610 -0.828 0.00
H -1.616 1.901 2.488 0.00
H 0.076 2.375 2.157 0.00
H -0.397 1.818 3.780 0.00
H 2.037 0.190 3.056 0.00
H 1.440 -1.469 3.363 0.00
H 0.877 -0.099 4.380 0.00
H -2.595 -0.414 2.788 0.00
H -1.563 -0.544 4.247 0.00
H -1.676 -1.918 3.095 0.00
H 3.075 0.715 -2.247 0.00
H 1.327 1.044 -2.463 0.00
H 1.976 -0.609 -2.734 0.00
H 3.260 1.793 -0.118 0.00
H 2.606 1.315 1.463 0.00
H 1.626 2.306 0.344 0.00
H 4.113 -0.686 -0.442 0.00
H 3.101 -2.159 -0.484 0.00
H 3.366 -1.290 1.065 0.00
H -1.263 -5.019 0.907 0.00
H -1.849 -3.636 1.828 0.00
H -0.785 -4.801 2.622 0.00
H 2.248 -4.760 2.119 0.00
H 1.415 -3.688 3.272 0.00
H 2.643 -3.038 2.199 0.00
H 0.090 -4.629 -0.989 0.00
H 1.780 -4.839 -0.405 0.00
H 1.290 -3.351 -1.259 0.00
C -2.567 -1.911 -2.031 0.21
C -1.756 -2.184 -3.159 0.06
C -2.312 -2.174 -4.438 0.07
C -3.674 -1.870 -4.611 0.26
C -4.479 -1.546 -3.502 0.04
C -3.924 -1.551 -2.232 0.08
S -1.935 -1.926 -0.386 0.21
H 0.222 2.451 -1.486 0.00
H -0.678 -2.340 -3.037 0.00
H -1.680 -2.375 -5.312 0.00
H -4.111 -1.863 -5.612 0.01
H -5.524 -1.262 -3.632 0.00
H -4.493 -1.203 -1.366 0.00
C 1.246 6.701 -0.226 0.00
C 0.434 5.421 -0.190 0.00
O 0.734 4.547 0.898 0.00
H 0.967 7.375 0.588 0.00
H 1.067 7.208 -1.177 0.00
H 2.317 6.485 -0.158 0.00
H -0.651 5.589 -0.170 0.00
H 0.639 4.840 -1.090 0.00
H 0.808 5.126 1.692 0.00
```

Computed properties:
LUMO energy (alpha / beta) (Eh): -0.5734 / -0.5737
Net charge: +4
Multiplicity: 4
HOMO (alpha / beta) (eV): -20.123 / -20.123
Relative energy (zero: lowest compared OMol25 entry of this formula, charge and spin) (kJ/mol): 160.2
Orbital gap (alpha / beta) (eV): 4.5 / 4.5

=====

(2)
# C19H43N3O3Se3Si2V

C19H43N3O3Se3Si2V as an isolated structure in a non-equilibrium geometry (the ωB97M-V functional and the def2-TZVPD basis, the OMol25 dataset).

Structure (XYZ):
```
74
Properties=species:S:1:pos:R:3:lowdin_spin:R:1
V 0.233 -0.179 -0.831 2.72
O 2.525 2.236 3.046 0.00
C 3.512 1.223 2.956 0.00
C 3.409 0.272 1.746 0.00
C 4.766 -0.454 1.740 0.00
O 4.866 -1.567 0.867 0.00
C 2.295 -0.767 1.954 0.01
Se 0.445 -0.087 1.864 0.01
C 3.246 1.097 0.461 0.01
Se 2.907 0.019 -1.164 0.00
H 1.671 1.817 2.807 0.00
H 3.518 0.604 3.864 0.00
H 4.477 1.742 2.917 0.00
H 4.972 -0.830 2.749 0.00
H 5.538 0.292 1.506 0.00
H 4.358 -1.334 0.063 0.00
H 2.445 -1.241 2.927 0.00
H 2.374 -1.535 1.192 0.00
H 4.149 1.695 0.316 0.00
H 2.416 1.786 0.578 0.00
N 0.693 -0.966 -3.839 0.01
N 0.189 0.122 -2.987 0.01
H 0.357 -1.799 -3.350 0.00
H 1.685 -0.985 -3.597 0.00
H -0.728 0.379 -3.343 0.00
H 0.762 0.941 -3.180 0.00
O -1.765 0.089 -0.852 0.03
C -2.659 0.753 -0.352 0.03
C -2.454 1.710 0.771 0.00
C -3.043 1.014 2.032 0.00
C -3.125 -0.529 1.984 0.00
C -4.340 -1.103 1.229 0.00
C -4.268 -0.972 -0.288 0.00
N -3.968 0.430 -0.650 0.01
H -2.948 2.656 0.536 0.00
H -1.394 1.919 0.879 0.00
H -4.043 1.411 2.245 0.00
H -2.405 1.298 2.870 0.00
H -3.162 -0.891 3.013 0.00
H -2.193 -0.935 1.577 0.00
H -5.247 -0.589 1.582 0.00
H -4.467 -2.160 1.483 0.00
H -5.198 -1.280 -0.766 0.00
H -3.467 -1.585 -0.698 0.00
H -4.597 1.065 -0.174 0.00
C 1.171 5.868 -2.060 0.00
Si -0.203 5.030 -1.085 0.00
C -1.662 6.231 -1.152 0.00
C 0.360 5.024 0.700 0.00
Se -0.708 3.021 -1.832 0.00
H 1.314 6.911 -1.749 0.00
H 0.936 5.845 -3.129 0.00
H 2.110 5.326 -1.913 0.00
H -1.375 7.250 -0.862 0.00
H -2.455 5.886 -0.480 0.00
H -2.072 6.252 -2.167 0.00
H 0.577 6.040 1.054 0.00
H 1.258 4.410 0.815 0.00
H -0.410 4.586 1.343 0.00
C -1.445 -5.823 0.068 0.00
Si -0.074 -5.193 -1.027 0.03
C -0.352 -5.918 -2.722 0.00
C 1.526 -5.874 -0.375 0.00
C -0.057 -3.427 -1.071 0.08
C 0.053 -2.195 -0.980 0.00
H -1.422 -6.917 0.138 0.00
H -2.418 -5.517 -0.329 0.00
H -1.347 -5.402 1.072 0.00
H -0.374 -7.014 -2.682 0.00
H 0.447 -5.609 -3.403 0.00
H -1.300 -5.563 -3.137 0.00
H 1.508 -6.969 -0.328 0.00
H 1.723 -5.478 0.625 0.00
H 2.356 -5.561 -1.015 0.00
```

Computed properties:
LUMO energy (alpha / beta) (Eh): 0.1623 / 0.1620
Net charge: -2
Multiplicity: 4
HOMO (alpha / beta) (eV): -0.997 / -1.646
Relative energy (zero: lowest compared OMol25 entry of this formula, charge and spin) (kJ/mol): 15.0
Orbital gap (alpha / beta) (eV): 5.4 / 6.1

=====

(3)
# C19H43N3O5PS

A 2-piece molecular cluster, C19H43N3O5PS overall in a non-equilibrium geometry (the ωB97M-V functional and the def2-TZVPD basis, the OMol25 dataset).

Structure (XYZ):
```
72
Properties=species:S:1:pos:R:3:lowdin_charge:R:1
C 5.594 -0.020 -2.301 -0.10
C 5.537 0.801 -3.645 -0.20
C 4.389 1.883 -3.566 -0.14
O 3.267 1.209 -2.912 -0.10
N 2.091 1.625 -3.442 0.11
C 1.120 2.013 -2.642 -0.20
N 1.469 2.041 -1.242 0.04
C 0.248 1.696 -0.480 -0.48
P 0.672 1.618 1.370 0.38
S 2.541 2.045 1.732 0.12
C -0.826 2.793 -0.765 -0.17
C -0.982 3.155 -2.286 -0.12
N -0.103 2.411 -3.217 -0.04
C -0.806 1.314 -3.944 -0.14
C -1.453 0.203 -3.039 -0.16
C -2.794 -0.340 -3.711 -0.19
C -2.747 -1.886 -3.977 -0.16
C -1.703 -2.326 -5.076 -0.24
O -2.292 -2.602 -6.340 -0.19
C -2.582 -1.395 -7.058 -0.10
H 6.628 -0.432 -2.203 0.08
H 4.902 -0.890 -2.326 0.08
H 5.375 0.620 -1.413 0.08
H 6.515 1.302 -3.826 0.12
H 5.283 0.128 -4.501 0.11
H 4.702 2.707 -2.876 0.14
H 4.119 2.283 -4.570 0.13
H 1.984 1.608 -4.457 0.19
H 1.666 3.032 -1.033 0.14
H -0.056 0.671 -0.783 0.11
H 0.273 0.327 1.833 -0.01
H -0.147 2.586 2.045 0.00
H -0.554 3.707 -0.183 0.11
H -1.818 2.463 -0.362 0.13
H -0.703 4.235 -2.387 0.13
H -2.034 3.093 -2.651 0.14
H -1.591 1.793 -4.572 0.13
H -0.076 0.803 -4.615 0.12
H -1.743 0.542 -2.023 0.09
H -0.736 -0.646 -2.953 0.12
H -3.043 0.217 -4.646 0.09
H -3.637 -0.139 -3.007 0.11
H -3.763 -2.280 -4.212 0.13
H -2.447 -2.394 -3.023 0.11
H -1.253 -3.281 -4.709 0.13
H -0.859 -1.587 -5.152 0.11
H -2.218 -0.502 -6.491 0.07
H -3.691 -1.347 -7.199 0.10
H -2.101 -1.358 -8.061 0.09
C -3.001 -1.449 8.506 -0.11
O -2.006 -1.999 7.664 -0.20
C -2.542 -2.561 6.475 -0.20
C -1.591 -2.364 5.304 -0.18
O -1.540 -1.026 4.809 -0.14
C -0.906 -0.049 5.634 -0.18
C 0.602 -0.207 5.749 -0.20
O 0.935 -1.306 6.581 -0.20
C 2.110 -1.976 6.170 -0.11
H -3.581 -2.243 8.986 0.09
H -2.497 -0.866 9.278 0.09
H -3.663 -0.776 7.952 0.09
H -3.511 -2.117 6.228 0.12
H -2.677 -3.636 6.650 0.13
H -1.970 -2.962 4.471 0.13
H -0.594 -2.740 5.527 0.12
H -1.381 0.005 6.613 0.12
H -1.100 0.909 5.141 0.12
H 1.028 0.694 6.206 0.13
H 1.026 -0.331 4.744 0.11
H 2.065 -2.232 5.105 0.08
H 2.185 -2.903 6.738 0.09
H 2.993 -1.362 6.371 0.09
```

Computed properties:
LUMO energy (Eh): -0.1227
Net charge: +1
HOMO (eV): -10.690
Orbital gap (eV): 7.4

=====

Which total energy belongs to each record? In order, -92423.01917, -268499.35574, -55220.26032 eV.